{
  "formula": "C5H14N2",
  "method": "ωB97M-V/def2-TZVPD",
  "relative_energy_kj_mol": 100.2,
  "smiles": "CCN(C)CCN",
  "symbols": ["C", "C", "N", "C", "C", "C", "N", "H", "H", "H", "H", "H", "H", "H", "H", "H", "H", "H", "H", "H", "H"],
  "xyz": [[0.00982, 0.43404, 2.45835], [-0.07228, 1.32789, 1.22980], [0.26887, 0.61293, 0.00525], [0.48423, 1.56649, -1.05172], [-0.77539, -0.29703, -0.39946], [-0.30772, -1.27649, -1.45566], [0.43684, -2.39116, -0.81384], [-0.80974, -0.28276, 2.41744], [0.03614, 0.99096, 3.40190], [0.94479, -0.12092, 2.44257], [-1.06674, 1.76856, 1.18195], [0.67201, 2.12187, 1.28651], [-0.43884, 2.15513, -1.28350], [1.19505, 2.32439, -0.75708], [0.76777, 1.06980, -1.97231], [-1.62727, 0.28547, -0.78871], [-1.11924, -0.88369, 0.43181], [0.27345, -0.81756, -2.25874], [-1.14528, -1.70785, -1.98406], [1.34187, -2.51689, -1.25191], [-0.02880, -3.25615, -1.09050]],
  "atomic_forces_ev_per_a": [[0.3, -0.1, -0.1], [0.8, -0.3, 0.3], [0.0, 0.1, 0.2], [-0.8, 0.7, -0.3], [-0.1, 0.2, -0.8], [0.4, -0.7, 0.0], [-0.1, -0.5, -0.7], [0.0, 0.0, 0.5], [-0.5, 0.0, -0.2], [0.1, -0.2, -0.2], [-0.3, 0.3, -0.2], [-0.1, 0.2, 0.3], [0.1, -0.3, 0.1], [0.6, -0.1, 0.0], [0.3, 0.1, -0.1], [-0.2, 0.0, 0.0], [-0.1, -0.2, 0.4], [0.1, 0.2, 0.3], [-0.6, 0.0, 0.0], [0.2, 0.4, 0.2], [0.0, 0.2, 0.4]],
  "lowdin_charge": [-0.09, -0.28, -0.23, -0.12, -0.24, -0.26, 0.00, 0.06, 0.07, 0.08, 0.11, 0.11, 0.10, 0.08, 0.07, 0.12, 0.10, 0.10, 0.10, 0.06, 0.06]
}

=====

{
  "formula": "C5H10O",
  "method": "ωB97M-V/def2-TZVPD",
  "relative_energy_kj_mol": 118.6,
  "smiles": "CC[C@H]1C[C@H]1O",
  "symbols": ["C", "C", "C", "C", "C", "O", "H", "H", "H", "H", "H", "H", "H", "H", "H", "H"],
  "xyz": [[-1.88943, 0.56359, 0.17659], [-0.96832, -0.56049, -0.27888], [0.32055, -0.50136, 0.48500], [1.62841, -1.00545, -0.04710], [1.41713, 0.46633, 0.14830], [1.30812, 1.15359, -1.07063], [-1.40332, 1.53180, 0.00535], [-2.08283, 0.48525, 1.25324], [-2.84707, 0.56065, -0.34989], [-1.43306, -1.54033, -0.10758], [-0.75450, -0.49016, -1.35024], [0.21756, -0.67145, 1.55741], [2.12344, -1.65924, 0.65727], [1.73138, -1.27933, -1.09441], [1.90687, 1.03708, 0.93869], [0.72506, 1.90952, -0.92313]],
  "atomic_forces_ev_per_a": [[-0.1, 0.1, 0.0], [0.0, 0.0, -0.1], [-0.2, 0.0, 0.1], [0.0, -0.3, 0.0], [0.1, -0.1, 0.3], [0.0, 0.3, 0.0], [-0.2, -0.1, 0.0], [0.0, 0.0, -0.2], [0.1, 0.0, 0.1], [0.0, 0.2, -0.1], [-0.1, 0.0, 0.1], [-0.1, 0.0, -0.2], [0.6, 0.4, -0.1], [-0.3, -0.1, 0.2], [0.0, -0.3, -0.1], [0.1, -0.1, -0.1]],
  "lowdin_charge": [-0.10, -0.23, -0.28, -0.06, -0.33, -0.02, 0.07, 0.08, 0.07, 0.11, 0.11, 0.14, 0.10, 0.12, 0.14, 0.09]
}

=====

{
  "formula": "C2H3OPS2",
  "method": "ωB97M-V/def2-TZVPD",
  "relative_energy_kj_mol": 466.7,
  "symbols": ["C", "C", "O", "P", "S", "S", "H", "H", "H"],
  "xyz": [[1.57684, -0.22367, 0.10101], [0.57330, 1.94031, -0.55111], [-2.43747, -2.29434, -0.00837], [-1.90100, -1.07537, -0.66976], [-0.99327, 2.04007, -0.11180], [-1.74794, 0.37610, 0.88265], [2.38390, 0.30341, -0.19031], [1.38517, -0.00945, 1.08383], [1.16046, -1.05705, -0.53614]],
  "atomic_forces_ev_per_a": [[-2.9, -0.2, -2.4], [-0.1, -1.5, 0.5], [0.5, 0.9, -0.6], [-0.4, -0.7, 0.6], [1.0, 0.5, -0.7], [-0.5, -0.9, 0.5], [2.9, 1.0, -1.5], [-1.0, -0.4, 2.4], [0.5, 1.2, 1.2]],
  "lowdin_charge": [0.06, -0.42, -0.56, 0.54, 0.33, 0.12, -0.06, -0.04, 0.03]
}

=====

{
  "formula": "C13H24N4S2",
  "method": "ωB97M-V/def2-TZVPD",
  "relative_energy_kj_mol": 15.1,
  "smiles": "CCCCCCCCSc1nnc(/N=C/N(C)C)s1",
  "symbols": ["C", "C", "C", "C", "C", "C", "C", "C", "S", "C", "N", "N", "C", "N", "C", "N", "C", "C", "S", "H", "H", "H", "H", "H", "H", "H", "H", "H", "H", "H", "H", "H", "H", "H", "H", "H", "H", "H", "H", "H", "H", "H", "H"],
  "xyz": [[-5.82530, -3.65264, -0.17640], [-5.65009, -2.27632, 0.45416], [-6.42052, -1.20624, -0.31617], [-6.40469, 0.16579, 0.35957], [-5.01560, 0.78443, 0.52741], [-4.30156, 1.01868, -0.80273], [-3.05187, 1.88986, -0.66646], [-1.96772, 1.20673, 0.15000], [-0.44241, 2.22264, 0.14908], [0.75481, 0.97965, 0.09365], [0.50822, -0.28685, 0.05172], [1.59257, -1.04173, 0.00875], [2.71036, -0.41192, 0.01764], [3.89636, -1.00284, -0.01681], [5.00435, -0.34835, -0.01381], [6.18349, -0.96136, -0.04539], [7.42704, -0.24153, -0.04442], [6.26842, -2.39962, -0.08157], [2.45087, 1.40246, 0.08665], [-5.46942, -3.64843, -1.20455], [-6.87418, -3.94230, -0.17969], [-5.26390, -4.40180, 0.37701], [-6.00512, -2.30251, 1.48718], [-4.58766, -2.02855, 0.47212], [-7.46207, -1.52551, -0.40935], [-6.01582, -1.12529, -1.32646], [-7.02398, 0.84830, -0.22845], [-6.86360, 0.07501, 1.34746], [-5.13089, 1.74393, 1.03859], [-4.40933, 0.14227, 1.16642], [-4.01669, 0.06250, -1.24409], [-4.99101, 1.51389, -1.49065], [-2.65778, 2.10578, -1.66237], [-3.31444, 2.84226, -0.19972], [-1.68602, 0.24262, -0.26976], [-2.26162, 1.08312, 1.19099], [5.04097, 0.74728, 0.01438], [7.24393, 0.83043, -0.01674], [8.02513, -0.52024, 0.82759], [8.00206, -0.47842, -0.94388], [5.25739, -2.79896, -0.07747], [6.78947, -2.72419, -0.98477], [6.81367, -2.76717, 0.79036]],
  "atomic_forces_ev_per_a": [[0.1, 0.1, 0.2], [-0.2, 0.0, -0.3], [0.1, 0.1, 0.3], [0.1, -0.1, 0.0], [-0.2, -0.1, -0.2], [0.1, 0.2, 0.3], [0.0, -0.1, -0.1], [0.3, 0.2, 0.0], [-0.5, 0.3, 0.0], [0.4, 0.0, 0.0], [-1.2, 1.0, 0.1], [1.1, -1.3, -0.1], [-0.9, 1.7, 0.1], [1.6, -0.7, 0.0], [-0.9, 0.1, 0.0], [0.3, 0.0, 0.0], [0.2, 0.1, 0.0], [-0.1, -0.3, 0.0], [-0.4, -1.0, 0.0], [0.0, -0.1, -0.1], [-0.1, -0.1, 0.0], [0.0, -0.1, 0.0], [0.1, 0.1, 0.1], [0.1, 0.0, 0.1], [0.0, 0.0, -0.1], [0.0, 0.0, -0.1], [-0.1, 0.1, 0.1], [-0.1, 0.0, 0.0], [0.1, 0.0, 0.1], [0.1, 0.0, 0.1], [0.0, -0.1, -0.1], [0.0, -0.1, -0.1], [0.0, 0.1, 0.0], [0.0, 0.1, -0.1], [-0.1, 0.0, 0.1], [0.0, -0.1, 0.0], [0.1, -0.1, 0.0], [0.0, 0.0, 0.0], [0.0, 0.0, 0.0], [0.0, 0.0, 0.0], [0.1, -0.1, 0.0], [0.0, 0.0, 0.0], [0.0, 0.0, 0.0]],
  "lowdin_charge": [-0.12, -0.27, -0.23, -0.22, -0.22, -0.22, -0.28, -0.46, 0.90, -1.00, -0.08, 0.00, -0.63, 0.06, -0.19, -0.21, -0.05, -0.04, 0.96, 0.07, 0.07, 0.07, 0.11, 0.10, 0.11, 0.11, 0.11, 0.11, 0.12, 0.10, 0.11, 0.12, 0.10, 0.11, 0.07, 0.08, 0.12, 0.09, 0.09, 0.09, 0.08, 0.09, 0.09]
}

=====

What is the formula in the third record?
C2H3OPS2